Entry 1:
CHO2S2 | wB97M-V/def2-TZVPD

Last column: Mulliken charge in e.
Cartesian coordinates (Å):
O1 -1.2810 -1.6184 0.0627  -0.66
S1 0.2036 -1.4078 0.0554  0.14
C1 0.6054 0.2278 0.1719  0.15
O2 -0.5397 1.1845 0.1488  -0.47
S2 2.0726 0.9266 0.0574  -0.47
H1 -1.0610 0.6873 -0.4962  0.31

Atomic forces in eV per Å
-1.160 0.010 -0.109
1.282 0.440 0.250
-2.362 1.622 -0.458
1.869 -2.307 -0.245
1.351 0.087 0.314
-0.979 0.148 0.248

**Total charge**: -1
**E_HOMO**: -3.00 eV
**Frontier orbital gap**: 6.7 eV
**E**: -985.5869 hartree
**Energy above the lowest of the compared OMol25 structures with the same formula, charge and spin**: 1.3794 eV
**LUMO level**: 3.7474 eV
**Strongest force on any atom**: 3.0 eV/Å

Entry 2:
CHO2V | wB97M-V/def2-TZVPD

Last column: Mulliken charge in e.
Cartesian coordinates (Å):
H1 1.4120 0.5315 0.3296  0.31
O1 -0.3472 0.9164 0.3265  -0.57
C1 0.4379 -0.0872 0.3702  0.39
O2 0.1974 -1.0497 -0.4057  -0.59
V1 -1.7001 -0.3110 -0.6206  0.46

Atomic forces in eV per Å
0.470 -2.457 1.532
-2.263 -0.259 1.662
2.162 4.243 -4.357
0.131 -1.619 1.461
-0.501 0.091 -0.298

**Spin multiplicity**: 5
**E_HOMO (alpha / beta)**: -6.86 / -10.89 eV
**Frontier orbital gap (alpha / beta)**: 6.8 / 11.1 eV
**E**: -1133.0762 hartree
**Energy above the lowest of the compared OMol25 structures with the same formula, charge and spin**: 0.0000 eV
**LUMO level (alpha / beta)**: -0.0232 / 0.2100 eV
**Strongest force on any atom**: 6.5 eV/Å
**Expectation value of S²**: 6.005

Entry 3:
CHO3PS | wB97M-V/def2-TZVPD

Last column: Mulliken charge in e.
Cartesian coordinates (Å):
C1 -1.3463 -0.3144 -0.6089  -0.19
O1 -1.3709 -2.8707 0.3369  -0.45
O2 -1.3680 2.2203 0.1238  -0.44
O3 -3.5074 0.8049 0.3719  -0.41
P1 -2.1849 -1.7218 -0.0312  0.28
S1 -2.1603 1.0398 -0.1084  0.92
H1 0.4189 0.4691 -0.9539  0.27

Atomic forces in eV per Å
3.609 3.595 -0.916
0.986 -0.510 -0.092
-1.398 -0.503 -0.473
1.078 1.175 -0.724
-1.707 -0.948 0.352
0.891 -1.056 1.137
-3.459 -1.754 0.715

**E_HOMO (alpha / beta)**: -9.89 / -9.88 eV
**Frontier orbital gap (alpha / beta)**: 7.7 / 7.8 eV
**E**: -1003.7425 hartree
**Energy above the lowest of the compared OMol25 structures with the same formula, charge and spin**: 6.9115 eV
**LUMO level (alpha / beta)**: -2.1766 / -2.1281 eV
**Strongest force on any atom**: 5.2 eV/Å

Entry 4:
CHO3Sc | wB97M-V/def2-TZVPD

Last column: Mulliken charge in e.
Cartesian coordinates (Å):
Sc1 -2.1503 0.1052 -0.0307  1.40
O1 -0.2353 0.6081 -0.7943  -0.72
H1 0.3602 1.3606 -0.8127  0.33
O2 1.7891 -0.4633 0.4845  -0.34
C1 0.6155 -0.5520 0.3240  0.95
O3 -0.3792 -1.0587 0.8293  -0.62

Atomic forces in eV per Å
2.721 -0.405 -0.036
-0.596 -0.490 0.667
0.030 0.373 -0.333
-2.563 0.278 -1.597
2.324 0.371 1.848
-1.916 -0.127 -0.549

**Total charge**: +1
**Spin multiplicity**: 2
**E_HOMO (alpha / beta)**: -13.71 / -15.84 eV
**Frontier orbital gap (alpha / beta)**: 7.4 / 9.4 eV
**E**: -1024.8758 hartree
**Energy above the lowest of the compared OMol25 structures with the same formula, charge and spin**: 0.3052 eV
**LUMO level (alpha / beta)**: -6.3045 / -6.3898 eV
**Strongest force on any atom**: 3.0 eV/Å
**Expectation value of S²**: 0.751

Entry 5:
CHO5S | wB97M-V/def2-TZVPD

Last column: Mulliken charge in e.
Cartesian coordinates (Å):
O1 -0.6060 -1.0425 1.5936  -0.63
S1 0.2236 0.0470 1.0360  1.06
O2 1.6487 -0.2379 0.8729  -0.63
O3 -0.0553 1.4125 1.4920  -0.66
C1 -0.2560 0.2151 -0.8735  0.12
O4 0.0056 -1.0120 -1.4645  -0.25
O5 -1.3080 -0.4877 -1.5203  -0.30
H1 0.3475 1.1055 -1.1362  0.28

Atomic forces in eV per Å
1.108 1.414 -0.474
-1.681 -0.118 -1.449
-0.565 -0.042 0.119
0.023 -0.697 0.248
1.268 -2.012 2.712
1.786 -0.576 -0.611
-0.839 2.242 0.540
-1.099 -0.212 -1.084

**Total charge**: -1
**E_HOMO**: -5.41 eV
**Frontier orbital gap**: 9.5 eV
**E**: -813.0226 hartree
**Energy above the lowest of the compared OMol25 structures with the same formula, charge and spin**: 5.0101 eV
**LUMO level**: 4.0465 eV
**Strongest force on any atom**: 3.6 eV/Å

Entry 6:
CHOP3 | wB97M-V/def2-TZVPD

Last column: Mulliken charge in e.
Cartesian coordinates (Å):
C1 0.8805 0.1323 -0.1039  -0.13
O1 -1.4602 -1.1191 0.3971  -0.46
P1 0.9464 -1.3120 0.7077  0.21
P2 -0.2735 1.3369 -0.7709  -0.11
P3 -1.9765 0.2197 -0.1049  0.23
H1 1.8833 0.7422 -0.1252  0.26

Atomic forces in eV per Å
1.755 1.474 0.361
1.692 -0.839 0.862
-2.394 1.152 -1.055
-0.524 -0.729 0.545
0.741 0.471 -0.702
-1.269 -1.529 -0.010

**E_HOMO**: -8.32 eV
**Frontier orbital gap**: 6.7 eV
**E**: -1137.9267 hartree
**Energy above the lowest of the compared OMol25 structures with the same formula, charge and spin**: 1.6722 eV
**LUMO level**: -1.5759 eV
**Strongest force on any atom**: 2.9 eV/Å

Entry 7:
CHPS3 | wB97M-V/def2-TZVPD

Last column: Mulliken charge in e.
Cartesian coordinates (Å):
C1 0.3301 1.5271 -1.1616  0.09
P1 -0.2690 2.6594 -2.4452  0.21
S1 -1.9475 2.7046 -1.5717  -0.18
S2 1.1035 2.3128 0.0416  -0.17
S3 -0.2383 -0.1835 -1.0573  -0.11
H1 0.7109 -0.6075 -0.1842  0.16

Atomic forces in eV per Å
0.519 -1.264 1.286
0.518 -0.258 0.094
-1.702 0.628 -0.250
0.278 -0.199 -0.632
0.702 0.754 -0.316
-0.314 0.339 -0.182

**E_HOMO**: -8.80 eV
**Frontier orbital gap**: 7.2 eV
**E**: -1574.5742 hartree
**Energy above the lowest of the compared OMol25 structures with the same formula, charge and spin**: 0.5688 eV
**LUMO level**: -1.5765 eV
**Strongest force on any atom**: 1.9 eV/Å

Entry 8:
CI3OP | wB97M-V/def2-TZVPD

Last column: Mulliken charge in e.
Cartesian coordinates (Å):
C1 1.2457 -0.8125 0.7165  -0.26
O1 -2.1044 1.1514 -2.4845  -0.34
P1 -1.2761 0.2629 -1.7136  0.47
I1 -2.2131 0.1324 0.6572  -0.12
I2 1.3082 -0.8691 2.7979  0.16
I3 3.0398 0.1349 0.0265  0.08

Atomic forces in eV per Å
0.765 0.387 0.104
-0.748 0.844 -0.798
0.552 -0.893 1.416
0.195 0.047 -0.572
-0.136 -0.086 -0.219
-0.629 -0.299 0.070

**E_HOMO**: -9.22 eV
**Frontier orbital gap**: 7.3 eV
**E**: -1347.6803 hartree
**Energy above the lowest of the compared OMol25 structures with the same formula, charge and spin**: 2.1388 eV
**LUMO level**: -1.8899 eV
**Strongest force on any atom**: 1.8 eV/Å

Entry 9:
CIN4S | wB97M-V/def2-TZVPD

Last column: Mulliken charge in e.
Cartesian coordinates (Å):
S1 -2.2355 -0.4461 -0.4073  -0.56
C1 -0.5903 -0.4354 -0.4288  0.31
N1 0.3577 -1.1111 -1.0155  -0.36
N2 1.5496 -0.6551 -0.5854  -0.30
N3 1.4499 0.2878 0.2533  -0.24
N4 0.1600 0.5420 0.4378  0.00
I1 -0.6914 1.8179 1.7459  0.15

Atomic forces in eV per Å
-1.434 -0.199 -0.230
1.430 2.055 1.964
-0.359 -0.303 -0.322
0.899 -0.132 -0.160
0.754 0.782 0.775
-1.729 -1.961 -1.766
0.439 -0.243 -0.261

**Total charge**: -1
**E_HOMO**: -3.65 eV
**Frontier orbital gap**: 6.2 eV
**E**: -953.0211 hartree
**Energy above the lowest of the compared OMol25 structures with the same formula, charge and spin**: 0.0000 eV
**LUMO level**: 2.5773 eV
**Strongest force on any atom**: 3.2 eV/Å

Entry 10:
CIO3S | wB97M-V/def2-TZVPD

Last column: Mulliken charge in e.
Cartesian coordinates (Å):
C1 1.6348 0.1807 0.0113  0.77
O1 -0.5836 0.7939 -0.5831  -0.59
O2 1.2241 -0.8834 0.0607  -0.35
O3 2.3157 1.1117 0.1461  -0.45
S1 -1.6867 -0.2370 -0.8372  -0.06
I1 -2.9043 -0.9659 1.2023  -0.32

Atomic forces in eV per Å
0.676 0.345 0.871
-0.282 0.561 0.141
-0.581 -2.242 -0.245
-0.030 1.284 -0.503
0.381 0.109 -0.842
-0.164 -0.057 0.578

**Total charge**: -1
**E_HOMO**: -2.79 eV
**Frontier orbital gap**: 6.0 eV
**E**: -959.7913 hartree
**Energy above the lowest of the compared OMol25 structures with the same formula, charge and spin**: 0.0000 eV
**LUMO level**: 3.2052 eV
**Strongest force on any atom**: 2.3 eV/Å

Entry 11:
CInO3 | wB97M-V/def2-TZVPD

Last column: Mulliken charge in e.
Cartesian coordinates (Å):
In1 -2.0948 -0.3724 1.6270  0.82
C1 0.6307 0.1659 -0.3900  0.88
O1 -0.3545 0.8716 -0.4086  -0.61
O2 1.0822 -0.1385 -1.4349  -0.44
O3 0.7365 -0.5267 0.6064  -0.65

Atomic forces in eV per Å
1.396 0.343 -0.920
-2.436 -2.190 1.350
-4.827 5.078 0.379
4.248 -0.850 -5.692
1.619 -2.380 4.882

**Spin multiplicity**: 2
**E_HOMO (alpha / beta)**: -9.44 / -9.28 eV
**Frontier orbital gap (alpha / beta)**: 7.9 / 7.8 eV
**E**: -453.8583 hartree
**Energy above the lowest of the compared OMol25 structures with the same formula, charge and spin**: 0.6847 eV
**LUMO level (alpha / beta)**: -1.5224 / -1.5236 eV
**Strongest force on any atom**: 7.2 eV/Å
**Expectation value of S²**: 0.763

Entry 12:
CLiMgO2 | wB97M-V/def2-TZVPD

Last column: Mulliken charge in e.
Cartesian coordinates (Å):
O1 -3.0548 1.3067 -0.0538  0.12
C1 -2.1203 0.6857 -0.0122  -0.25
O2 1.7091 -0.8315 0.1738  -0.32
Mg1 3.5784 -0.6530 -0.1483  1.37
Li1 -0.1123 -0.5079 0.0405  1.07

Atomic forces in eV per Å
0.955 -0.685 0.056
-0.748 0.571 -0.057
0.990 0.152 -0.223
-0.362 -0.155 0.165
-0.836 0.116 0.058

**Total charge**: +2
**Spin multiplicity**: 2
**E_HOMO (alpha / beta)**: -21.32 / -21.32 eV
**Frontier orbital gap (alpha / beta)**: 9.0 / 9.1 eV
**E**: -395.5123 hartree
**Energy above the lowest of the compared OMol25 structures with the same formula, charge and spin**: 0.0000 eV
**LUMO level (alpha / beta)**: -12.3359 / -12.2191 eV
**Strongest force on any atom**: 1.2 eV/Å
**Expectation value of S²**: 0.754

Entry 13:
CN2O2 | wB97M-V/def2-TZVPD

Last column: Mulliken charge in e.
Cartesian coordinates (Å):
O1 0.3550 0.4449 -2.3286  -0.37
C1 0.1512 0.8680 -1.2620  0.72
O2 0.0416 1.1853 -0.1504  -0.36
N1 -0.3716 -0.7774 2.1400  0.04
N2 -0.1761 -1.7209 1.6010  -0.03

Atomic forces in eV per Å
-0.463 0.621 0.434
0.788 -0.934 -0.032
-0.318 0.344 -0.443
0.384 -1.927 -1.035
-0.391 1.895 1.077

**E_HOMO**: -13.08 eV
**Frontier orbital gap**: 13.6 eV
**E**: -298.1750 hartree
**Energy above the lowest of the compared OMol25 structures with the same formula, charge and spin**: 0.0296 eV
**LUMO level**: 0.5395 eV
**Strongest force on any atom**: 2.2 eV/Å

Entry 14:
CN2O2 | wB97M-V/def2-TZVPD

Last column: Mulliken charge in e.
Cartesian coordinates (Å):
O1 0.8852 -1.3302 1.2563  -0.30
C1 -0.1119 -0.8379 1.0758  0.68
O2 -1.1382 -0.2755 1.0286  -0.38
N1 0.7495 1.3128 -1.6982  -0.02
N2 -0.3055 1.0372 -1.6293  0.03

Atomic forces in eV per Å
3.208 -1.790 0.015
-3.952 2.392 0.496
0.730 -0.629 -0.455
-0.441 -0.114 0.042
0.455 0.141 -0.099

**E_HOMO**: -13.04 eV
**Frontier orbital gap**: 13.7 eV
**E**: -298.1732 hartree
**Energy above the lowest of the compared OMol25 structures with the same formula, charge and spin**: 0.0782 eV
**LUMO level**: 0.6199 eV
**Strongest force on any atom**: 4.6 eV/Å

Entry 15:
CN2O3 | wB97M-V/def2-TZVPD

Last column: Mulliken charge in e.
Cartesian coordinates (Å):
C1 -0.8527 0.0006 -0.0001  0.68
N1 0.3557 0.6782 0.0000  0.45
N2 0.3543 -0.6785 0.0001  0.45
O1 -2.0275 0.0027 0.0001  -0.41
O2 1.0877 1.6404 0.0000  -0.58
O3 1.0826 -1.6434 0.0000  -0.58

Atomic forces in eV per Å
-2.503 0.015 0.002
1.490 1.386 0.000
1.467 -1.393 -0.002
0.068 -0.005 -0.001
-0.267 -0.378 0.000
-0.254 0.376 0.001

**E_HOMO**: -10.44 eV
**Frontier orbital gap**: 9.7 eV
**E**: -373.1139 hartree
**Energy above the lowest of the compared OMol25 structures with the same formula, charge and spin**: 5.6788 eV
**LUMO level**: -0.7209 eV
**Strongest force on any atom**: 2.5 eV/Å

Entry 16:
CN2O3S | wB97M-V/def2-TZVPD

Last column: Mulliken charge in e.
Cartesian coordinates (Å):
C1 0.0146 1.8445 -0.7215  0.59
N1 -0.9698 2.5144 -0.7673  -0.37
N2 0.9610 1.0472 -0.4759  0.14
O1 -1.0610 -3.0318 1.0016  -0.35
O2 1.6802 0.2497 -1.0363  -0.30
O3 -0.3198 -0.7326 0.5664  -0.36
S1 -0.3052 -1.8913 1.4330  0.67

Atomic forces in eV per Å
-4.394 2.471 -1.729
2.349 -1.290 0.253
3.332 -1.590 1.598
0.331 0.261 0.334
-0.895 0.865 -0.421
-0.224 -1.137 1.047
-0.498 0.420 -1.084

**E_HOMO (alpha / beta)**: -10.07 / -10.03 eV
**Frontier orbital gap (alpha / beta)**: 7.9 / 7.9 eV
**E**: -771.3543 hartree
**Energy above the lowest of the compared OMol25 structures with the same formula, charge and spin**: 0.8650 eV
**LUMO level (alpha / beta)**: -2.1420 / -2.1244 eV
**Strongest force on any atom**: 5.3 eV/Å

Entry 17:
CN3 | wB97M-V/def2-TZVPD

Last column: Mulliken charge in e.
Cartesian coordinates (Å):
C1 1.2238 -0.0228 0.1032  0.43
N1 2.3258 0.0102 -0.0549  0.37
N2 -2.3077 -0.0428 0.0505  -0.07
N3 -1.2419 0.0554 -0.0989  0.27

Atomic forces in eV per Å
-7.822 -0.105 0.688
6.323 0.179 -0.867
-1.524 -0.090 0.124
3.023 0.016 0.056

**Total charge**: +1
**E_HOMO (alpha / beta)**: -21.18 / -21.07 eV
**Frontier orbital gap (alpha / beta)**: 8.4 / 7.5 eV
**E**: -201.7716 hartree
**Energy above the lowest of the compared OMol25 structures with the same formula, charge and spin**: 3.1414 eV
**LUMO level (alpha / beta)**: -12.8165 / -13.6025 eV
**Strongest force on any atom**: 7.9 eV/Å

Entry 18:
CN3O3PS | wB97M-V/def2-TZVPD

Last column: Mulliken charge in e.
Cartesian coordinates (Å):
C1 0.5685 -0.1305 -0.8663  0.16
N1 -1.0119 0.8355 -1.2201  -0.55
N2 -1.8506 0.5948 -0.4403  0.72
N3 -2.8886 0.5098 0.0230  -0.60
O1 -0.3425 0.1915 1.6839  -0.80
O2 1.0254 -1.8353 1.1128  -0.72
O3 2.1160 0.4691 0.9513  -0.74
P1 0.8601 -0.4034 0.9642  0.86
S1 1.5235 -0.2313 -2.2085  -0.34

Atomic forces in eV per Å
-0.535 1.438 -2.438
5.455 -0.813 -1.620
-3.819 -0.034 0.818
0.064 -0.357 0.981
0.469 -0.129 -0.588
0.573 -3.566 -0.009
-0.397 -0.301 -0.049
-0.347 3.761 1.479
-1.463 0.000 1.426

**Total charge**: -2
**E_HOMO**: -0.18 eV
**Frontier orbital gap**: 5.7 eV
**E**: -1167.6070 hartree
**Energy above the lowest of the compared OMol25 structures with the same formula, charge and spin**: 2.8795 eV
**LUMO level**: 5.5709 eV
**Strongest force on any atom**: 5.7 eV/Å

Entry 19:
CN3O4 | wB97M-V/def2-TZVPD

Last column: Mulliken charge in e.
Cartesian coordinates (Å):
C1 -1.2949 -1.9101 -0.0227  0.66
N1 5.6348 0.5879 -0.0190  -0.01
N2 6.7256 0.6024 0.0568  0.01
N3 -2.7653 1.4149 0.0215  1.42
O1 -0.6381 -2.8055 0.1399  -0.13
O2 -1.7499 1.8036 -0.1718  -0.20
O3 -3.8029 1.1156 0.2393  -0.20
O4 -2.1094 -0.8088 -0.2441  -0.54

Atomic forces in eV per Å
-6.125 8.347 -1.723
0.675 0.009 0.049
-0.679 -0.009 -0.048
0.240 0.415 0.122
0.450 -0.664 0.138
0.822 0.296 -0.245
-1.102 -0.443 0.133
5.718 -7.950 1.575

**Total charge**: +1
**E_HOMO**: -16.49 eV
**Frontier orbital gap**: 9.4 eV
**E**: -502.9029 hartree
**Energy above the lowest of the compared OMol25 structures with the same formula, charge and spin**: 1.2366 eV
**LUMO level**: -7.1146 eV
**Strongest force on any atom**: 10.5 eV/Å

Entry 20:
CNO2S2 | wB97M-V/def2-TZVPD

Last column: Mulliken charge in e.
Cartesian coordinates (Å):
C1 -1.3799 0.0450 0.3649  0.38
N1 -0.5180 0.0607 1.1768  -0.48
O1 1.0064 -1.3389 -0.7230  -0.52
O2 2.4431 0.0053 0.6626  -0.53
S1 -2.5157 -0.1470 -0.6964  -0.46
S2 1.1785 0.0011 -0.0818  0.61

Atomic forces in eV per Å
0.562 -0.463 1.674
0.147 0.257 0.262
-0.314 2.039 0.884
-1.019 0.489 0.348
-1.435 0.096 -1.407
2.058 -2.417 -1.760

**Total charge**: -1
**E_HOMO**: -4.62 eV
**Frontier orbital gap**: 8.1 eV
**E**: -1039.7833 hartree
**Energy above the lowest of the compared OMol25 structures with the same formula, charge and spin**: 0.4603 eV
**LUMO level**: 3.5244 eV
**Strongest force on any atom**: 3.6 eV/Å